No. 1
Below is 11 unconnected molecules or ions with the total composition C32H57F3N3O41S10, with properties calculated with ωB97M-V/def2-TZVPD.

Computed properties:
* total charge: +1
* calculated total energy: -239002.6916 eV
* 2S+1: 1
* gap between HOMO and LUMO: 6.71 eV
* HOMO: -10.9 eV

XYZ file:
```
146
Properties=species:S:1:pos:R:3:lowdin_charge:R:1
C 6.7621 1.4955 1.3109 -0.111
C 5.3848 0.7308 0.9402 -0.228
C 4.2613 0.8630 2.1213 -0.144
C 2.9600 1.7125 1.6370 -0.160
O 2.2546 0.9447 0.6040 -0.088
C 0.8473 1.0265 0.7417 -0.101
C -0.0495 -0.0580 1.4128 0.176
C -1.5596 0.2466 1.4071 -0.167
N -2.4370 -0.8072 2.0335 0.012
N -2.2854 1.3443 0.9038 0.143
N -1.4372 2.1979 0.3302 0.020
C -0.0373 2.1800 0.2054 -0.031
C 0.7086 3.3894 -0.5770 -0.073
C 0.0841 4.8496 -0.2976 -0.115
C 1.0965 5.8445 0.4945 -0.101
F 2.1170 6.5599 -0.2159 -0.002
C 0.8513 5.9696 1.9359 -0.069
F -0.3222 6.7650 2.3149 0.017
F 1.6970 5.3181 2.8916 0.039
H 6.7747 2.5775 0.8805 0.091
H 7.6689 0.9389 0.8487 0.079
H 6.9526 1.4966 2.4563 0.054
H 5.6260 -0.3825 0.7234 0.118
H 4.9742 1.1660 -0.0521 0.065
H 4.7588 1.4081 3.0014 0.083
H 3.9908 -0.2070 2.4678 0.124
H 2.2657 1.9539 2.5412 0.144
H 3.3715 2.6857 1.1541 0.134
H 0.3544 -1.0305 1.8589 0.127
H -2.6103 -0.5491 3.0163 0.122
H -1.9910 -1.7387 1.9584 0.072
H -1.9195 3.0225 -0.0994 0.177
H 1.7976 3.3884 -0.1623 0.120
H 0.7984 3.0979 -1.6830 0.146
H -0.8919 4.8465 0.3247 0.125
H -0.0643 5.3475 -1.3416 0.130
C 6.1031 1.7991 7.9537 -0.167
C 4.7815 2.2791 7.3710 -0.173
O 5.0123 2.3844 5.9662 -0.199
S 6.0857 1.2490 5.5196 0.643
O 5.3606 0.1252 5.0001 -0.234
O 7.1491 1.8882 4.8033 -0.225
O 6.6181 0.8650 7.0044 -0.184
H 6.8173 2.6226 8.0434 0.136
H 5.9758 1.3223 8.9268 0.139
H 4.4693 3.2393 7.7832 0.137
H 3.9893 1.5410 7.5289 0.133
C 6.2441 -0.1000 -4.5403 -0.196
C 5.3480 -0.8188 -3.5435 -0.166
O 5.7821 -0.3651 -2.2604 -0.198
S 6.3081 1.1666 -2.3906 0.643
O 5.2415 2.0439 -1.9936 -0.259
O 7.6261 1.2413 -1.8339 -0.221
O 6.4249 1.2152 -4.0079 -0.175
H 7.2248 -0.5783 -4.6050 0.136
H 5.8014 -0.0507 -5.5302 0.089
H 5.4301 -1.9037 -3.6170 0.139
H 4.3016 -0.5243 -3.6700 0.133
C -2.4119 -5.6939 3.8571 -0.160
C -2.0642 -6.1242 2.4396 -0.162
O -1.2928 -5.0480 1.9049 -0.188
S -0.4426 -4.3596 3.1048 0.670
O 0.8830 -4.9032 3.0869 -0.207
O -0.7060 -2.9473 3.0933 -0.260
O -1.2478 -5.0255 4.3457 -0.177
H -3.2413 -4.9803 3.8609 0.119
H -2.6609 -6.5421 4.4965 0.142
H -2.9504 -6.3033 1.8299 0.138
H -1.4373 -7.0209 2.4414 0.137
C 3.8815 8.3835 -2.8311 -0.176
C 2.4265 8.3618 -3.2779 -0.187
O 2.4375 8.8859 -4.6042 -0.191
S 3.8354 8.4745 -5.3247 0.657
O 3.6021 7.3058 -6.1228 -0.228
O 4.4440 9.6626 -5.8436 -0.219
O 4.6374 8.0221 -3.9864 -0.187
H 4.1854 9.3890 -2.5256 0.136
H 4.0733 7.6838 -2.0160 0.126
H 1.7839 8.9615 -2.6322 0.134
H 2.0429 7.3376 -3.3225 0.125
C -6.9134 -3.5322 1.9432 -0.180
C -6.5250 -3.9112 3.3642 -0.175
O -5.3123 -3.1985 3.6201 -0.209
S -5.3425 -1.7917 2.8042 0.694
O -5.7698 -0.7589 3.7037 -0.218
O -4.1364 -1.6919 2.0216 -0.292
O -6.5801 -2.1469 1.8152 -0.178
H -6.3255 -4.0929 1.2099 0.138
H -7.9729 -3.6889 1.7519 0.084
H -6.3734 -4.9845 3.4819 0.134
H -7.2759 -3.5696 4.0827 0.137
C 4.8573 -3.1646 -9.1605 -0.173
C 3.9596 -3.8819 -8.1652 -0.162
O 4.3920 -3.4260 -6.8824 -0.183
S 4.9163 -1.8946 -7.0139 0.670
O 3.8505 -1.0182 -6.6165 -0.221
O 6.2383 -1.8196 -6.4553 -0.239
O 5.0363 -1.8480 -8.6300 -0.177
H 5.8375 -3.6425 -9.2230 0.086
H 4.4133 -3.1168 -10.1562 0.145
H 4.0425 -4.9667 -8.2375 0.134
H 2.9132 -3.5881 -8.2930 0.134
C 9.0934 -6.0962 -11.3520 -0.166
C 9.7954 -5.3151 -10.2508 -0.166
O 8.7530 -4.9055 -9.3651 -0.185
S 7.5849 -6.0332 -9.3653 0.680
O 7.7837 -6.8877 -8.2318 -0.210
O 6.3326 -5.3875 -9.6440 -0.251
O 8.0622 -6.8335 -10.6942 -0.183
H 8.6230 -5.4233 -12.0748 0.135
H 9.7714 -6.7725 -11.8747 0.140
H 10.3370 -4.4501 -10.6347 0.140
H 10.4833 -5.9548 -9.6898 0.136
C 2.4856 9.5333 2.6001 -0.181
C 1.1376 9.8145 3.2475 -0.182
O 1.4002 10.8148 4.2304 -0.188
S 2.6116 11.7651 3.7107 0.658
O 2.0400 12.9399 3.1199 -0.222
O 3.6159 11.8165 4.7308 -0.220
O 3.1366 10.8003 2.5135 -0.189
H 3.0952 8.8782 3.2297 0.135
H 2.3811 9.0898 1.6083 0.125
H 0.7022 8.9256 3.7054 0.124
H 0.4322 10.2316 2.5223 0.136
C -12.2828 -5.9504 3.1947 -0.182
C -11.9335 -6.3799 1.7789 -0.161
O -11.1624 -5.3022 1.2449 -0.179
S -10.3146 -4.6124 2.4450 0.674
O -8.9849 -5.1607 2.4276 -0.254
O -10.5759 -3.2035 2.4334 -0.210
O -11.1184 -5.2797 3.6855 -0.179
H -13.1105 -5.2400 3.1981 0.107
H -12.5310 -6.7991 3.8336 0.143
H -12.8187 -6.5604 1.1690 0.132
H -11.3052 -7.2758 1.7816 0.136
C -16.9023 -3.9770 4.1165 -0.165
C -18.0231 -4.8922 3.6454 -0.166
O -17.3668 -5.9597 2.9611 -0.183
S -15.9242 -6.2262 3.6562 0.669
O -16.0618 -7.3179 4.5751 -0.212
O -14.9155 -6.1902 2.6357 -0.247
O -15.8430 -4.8496 4.5127 -0.189
H -16.5374 -3.3472 3.3000 0.135
H -17.2086 -3.3456 4.9519 0.140
H -18.7248 -4.3838 2.9834 0.140
H -18.5675 -5.3186 4.4933 0.136
```

---

No. 2
Below is 6 unconnected molecules or ions with the total composition C3H16NO7, with properties calculated with ωB97M-V/def2-TZVPD.

Computed properties:
* total charge: -1
* calculated total energy: -19194.3431 eV
* 2S+1: 1
* gap between HOMO and LUMO: 8.87 eV
* HOMO: -5.4 eV
* ΔE to the lowest compared entry with this formula, charge and spin: 69.4 kcal per mole

XYZ file:
```
27
Properties=species:S:1:pos:R:3:lowdin_charge:R:1
C 1.8364 -1.5007 0.1958 -0.223
N 1.4323 -0.3722 -0.6604 0.008
C 0.7668 0.8773 -0.0931 -0.741
O 0.2727 0.6813 1.0471 -0.071
O 0.7244 1.8582 -0.7371 0.048
C 3.1101 -0.8549 1.1290 -0.089
H 1.1645 -1.7977 1.0003 0.074
H 1.9844 -2.4622 -0.3649 0.097
H 1.9342 -0.4108 -1.4603 0.052
H 3.8025 -1.7634 1.1954 0.045
H 2.6482 -0.7345 2.1170 0.034
H 3.5774 0.1078 0.6103 0.099
H -0.4359 -0.1150 3.0291 0.024
H -1.5857 -0.5399 3.7202 -0.008
O -0.6767 -0.4905 3.9121 -0.065
H -0.1098 1.5513 -2.2614 -0.006
H 0.3624 2.2814 -3.5985 0.002
O -0.0903 1.5768 -3.2238 -0.057
H -2.2721 1.7226 1.4314 -0.003
H -1.3282 0.7140 0.8024 0.015
O -2.2198 1.1446 0.7425 -0.036
H -1.6525 0.4726 -2.7978 0.004
H -0.8288 -0.7276 -2.1334 0.018
O -1.5775 -0.4657 -2.6775 -0.063
H -3.2439 -0.6569 -0.8564 0.072
H -3.5319 0.2290 0.2230 -0.098
O -4.0633 -0.3248 -0.2911 -0.128
```

---

No. 3
Below is 2 unconnected molecules or ions with the total composition C4H12N2O2, with properties calculated with ωB97M-V/def2-TZVPD.

Computed properties:
* calculated total energy: -11418.4267 eV
* 2S+1: 1
* gap between HOMO and LUMO: 10.43 eV
* HOMO: -9.8 eV
* ΔE to the lowest compared entry with this formula, charge and spin: 18.2 kcal per mole
* SMILES: CCCNC(N)=O.O

XYZ file:
```
20
Properties=species:S:1:pos:R:3:lowdin_charge:R:1
C -0.4248 3.3772 -1.4882 -0.119
C -1.2351 2.1337 -1.1817 -0.227
C -0.9547 1.6032 0.2442 -0.198
N 0.1279 0.6333 0.3173 0.062
C 0.0687 -0.7170 0.4679 -0.613
N -1.1721 -1.2676 0.6334 0.165
O 1.0870 -1.3937 0.4438 0.029
H 0.5100 3.3659 -0.9137 0.069
H -0.1713 3.4798 -2.5410 0.067
H -0.7393 4.3898 -1.2054 0.074
H -0.9393 1.3743 -1.9012 0.108
H -2.3167 2.2144 -1.1772 0.099
H -0.7505 2.4163 0.9417 0.121
H -1.8409 1.0870 0.6091 0.096
H 1.0377 1.0178 0.1325 0.141
H -2.0078 -0.7894 0.3547 0.081
H -1.1869 -2.2602 0.4955 0.104
O 2.3203 -3.9747 0.6637 -0.083
H 1.5086 -3.5652 0.9875 0.001
H 2.3705 -3.4730 -0.1618 0.021
```

---

No. 4
Below is a single C4H5NO molecule, with properties calculated with ωB97M-V/def2-TZVPD.

Computed properties:
* calculated total energy: -7762.4503 eV
* 2S+1: 1
* gap between HOMO and LUMO: 8.64 eV
* HOMO: -9.1 eV
* ΔE to the lowest compared entry with this formula, charge and spin: 94.0 kcal per mole
* SMILES: C=C=C(C)N=O

XYZ file:
```
11
Properties=species:S:1:pos:R:3:lowdin_charge:R:1
C -1.3816 -1.5599 0.5927 0.044
C -0.5215 -0.6421 0.2597 -0.036
C 0.1689 0.4250 -0.0715 -0.305
C 1.5818 0.5287 -0.5728 -0.058
N -0.5164 1.7258 0.0054 -0.008
O -1.6375 1.7007 0.4409 -0.007
H -1.5018 -1.8838 1.6234 0.070
H -2.0200 -2.0152 -0.1608 0.072
H 1.8260 1.5906 -0.6781 0.072
H 2.3021 0.0748 0.1137 0.078
H 1.6999 0.0552 -1.5527 0.078
```

---

No. 5
Below is a molecular structure, C17H28N7OTc, with properties calculated with ωB97M-V/def2-TZVPD.

Computed properties:
* total charge: +3
* calculated total energy: -32731.0115 eV
* 2S+1: 4
* gap between HOMO and LUMO (spin up / spin down): 7.17 / 6.38 eV
* HOMO (spin up / spin down): -17.5 / -17.9 eV

XYZ file:
```
54
Properties=species:S:1:pos:R:3:mulliken_spin:R:1
Tc 0.2543 0.1012 -0.4625 1.262
C -2.1339 -0.0451 -2.3524 -0.003
C -2.0029 -1.4217 -1.7967 0.015
N -1.2055 -1.3955 -0.5762 -0.074
C -2.1429 -1.5347 0.5743 0.038
C -0.2136 -0.8726 2.0922 -0.127
C 0.4468 -0.8363 3.4297 0.361
C 0.7462 0.3960 3.9690 -0.051
C 0.2900 1.6224 3.3873 0.313
C -0.1644 1.5787 2.0808 0.124
C -0.3390 2.7893 1.1854 0.020
N -0.2810 2.3334 -0.2362 -0.020
C -1.4498 2.6663 -1.0807 -0.006
C -1.0686 2.1350 -2.4270 -0.002
N -0.7973 0.6639 -2.3105 -0.036
N -0.4396 0.4020 1.4696 0.208
H -2.8694 0.5320 -1.8136 -0.006
H -2.5199 -0.1064 -3.3800 0.002
H -1.5291 -2.0500 -2.5489 0.000
H -2.9750 -1.9092 -1.5769 0.003
H -0.5845 -2.2033 -0.4784 0.003
H -2.9193 -2.2984 0.4329 0.002
H -2.6919 -0.6217 0.7446 -0.008
H 0.6278 -1.7759 3.9320 0.008
H 1.2767 0.4414 4.9398 0.008
H 0.2922 2.5079 4.0238 0.000
H 0.5183 3.4349 1.3952 -0.009
H -1.2375 3.4361 1.4058 0.008
H 0.4872 2.8652 -0.6814 0.003
H -1.5825 3.7413 -1.1223 0.004
H -2.3504 2.2244 -0.6258 -0.001
H -0.2031 2.6591 -2.8473 -0.001
H -1.8719 2.3243 -3.1485 -0.001
H -0.2739 0.3505 -3.1433 0.001
N 3.8815 1.8579 -1.3813 0.000
C 2.9026 1.0072 -1.0754 0.002
O 2.0540 1.2759 -0.1565 0.020
C 2.8551 -0.2639 -1.8353 -0.002
C 1.4779 -0.9508 -1.7501 -0.038
H 3.9565 2.6922 -0.7954 0.000
H 4.5329 1.7072 -2.1361 0.000
H 3.6388 -0.9466 -1.4401 -0.003
H 3.1008 0.0777 -2.8686 -0.001
H 1.5683 -2.0322 -1.4749 0.001
H 1.0285 -1.0736 -2.7631 0.016
N 1.2936 -2.4956 1.1795 0.298
C 0.5127 -3.5154 1.6912 -0.090
C -0.8271 -3.3064 1.8778 0.224
C -1.4028 -1.9017 1.9001 0.103
N 0.8328 -1.2550 1.0593 0.395
H 2.3287 -2.6015 1.1805 0.016
H 0.9190 -4.5329 1.7199 0.004
H -1.5707 -4.1136 1.9082 0.000
H -2.1759 -1.7632 2.7064 0.014
```

---

No. 6
Below is a molecular structure, CH3N5O2, with properties calculated with ωB97M-V/def2-TZVPD.

Computed properties:
* calculated total energy: -12622.0921 eV
* 2S+1: 1
* gap between HOMO and LUMO: 9.28 eV
* HOMO: -9.7 eV
* ΔE to the lowest compared entry with this formula, charge and spin: 113.6 kcal per mole

XYZ file:
```
11
Properties=species:S:1:pos:R:3:lowdin_charge:R:1
C 0.0465 0.4764 0.1450 -0.406
H -0.7868 -2.0039 -1.6184 0.122
H 0.2344 -1.7638 -0.0861 0.118
H 2.0840 2.1615 -0.3923 0.253
N -0.7292 -1.6871 -0.6047 0.031
N -1.0648 -0.3545 -0.1285 -0.085
N -1.1722 0.8711 1.8290 0.081
N -0.3735 1.4033 1.0992 0.074
N 1.0843 0.3324 -0.6408 -0.006
O -1.5397 -0.5004 1.3419 -0.083
O 2.2170 1.0651 -0.9444 -0.099
```

---

Summary of F_max in eV/Å
8.14, 5.97, 1.40, 0.61, 2.51, 6.86
(order as listed above)